(1)
{"formula": "C5H3NO", "method": "ωB97M-V/def2-TZVPD", "lumo_energy_ev": 0.19, "homo_energy_ev": -9.96, "smiles": "N#CC=C=O.C#C", "de_lowest_kj_mol": 246.36, "charge": 0, "energy_ha": -322.19796, "orbital_gap_ev": 10.15, "elements": ["N", "C", "C", "C", "O", "C", "C", "H", "H", "H"], "xyz": [[2.450, -0.921, -0.132], [1.831, 0.048, 0.023], [1.141, 1.277, 0.206], [-0.123, 1.404, 0.581], [-1.214, 1.627, 0.892], [-1.942, -1.112, -0.360], [-0.874, -1.656, -0.467], [1.620, 2.245, 0.123], [-2.929, -0.713, -0.289], [0.040, -2.198, -0.578]]}

(2)
{"formula": "C5H7NO2", "method": "ωB97M-V/def2-TZVPD", "lumo_energy_ev": [-0.39, -0.17], "homo_energy_ev": [-6.43, -7.05], "de_lowest_kj_mol": 630.41, "charge": 0, "energy_ha": -399.72545, "orbital_gap_ev": [6.04, 6.89], "elements": ["C", "C", "C", "C", "C", "O", "O", "N", "H", "H", "H", "H", "H", "H", "H"], "xyz": [[-0.947, 0.383, 0.625], [-0.485, -0.907, 0.350], [1.094, -0.192, 0.016], [-1.032, -2.077, 0.025], [1.570, -0.140, -1.265], [0.140, 2.357, -0.020], [-2.124, 0.831, 1.052], [0.185, 1.089, 0.615], [0.889, 2.835, 0.361], [-2.044, 1.771, 1.280], [1.786, -0.457, 0.810], [-2.093, -2.173, -0.174], [-0.416, -2.961, -0.087], [0.941, 0.193, -2.079], [2.538, -0.553, -1.509]]}

(3)
{"formula": "C25H50ClHfNP2SeSi2", "method": "ωB97M-V/def2-TZVPD", "lumo_energy_ev": [-1.03, -1.03], "homo_energy_ev": [-3.50, -3.52], "de_lowest_kj_mol": 344.71, "charge": 0, "energy_ha": -5208.73579, "orbital_gap_ev": [2.47, 2.49], "elements": ["Hf", "C", "C", "C", "Si", "C", "C", "Si", "H", "H", "H", "Cl", "C", "C", "C", "C", "H", "H", "H", "H", "H", "H", "H", "H", "H", "H", "H", "H", "C", "C", "P", "H", "H", "P", "H", "H", "C", "C", "C", "C", "C", "H", "C", "H", "H", "H", "H", "H", "H", "H", "C", "C", "H", "H", "H", "H", "H", "H", "H", "C", "C", "H", "H", "H", "H", "H", "H", "C", "C", "H", "H", "H", "H", "H", "H", "H", "C", "H", "H", "H", "Se", "C", "N"], "xyz": [[0.121, 0.112, 0.354], [2.129, -0.095, -1.272], [1.337, -1.266, -1.322], [0.040, -0.849, -1.796], [2.021, -3.007, -1.067], [0.047, 0.560, -1.957], [1.353, 1.053, -1.568], [2.024, 2.797, -1.595], [3.204, -0.081, -1.068], [-0.748, -1.516, -2.145], [-0.736, 1.135, -2.421], [-2.083, 0.048, 0.852], [3.866, 2.734, -1.481], [1.423, 3.678, -3.122], [3.858, -2.924, -0.967], [1.435, -4.136, -2.431], [2.033, 3.319, -3.963], [1.582, 4.761, -3.018], [0.368, 3.496, -3.362], [4.188, 2.221, -0.569], [4.267, 3.753, -1.474], [4.276, 2.203, -2.346], [2.041, -3.915, -3.321], [0.379, -4.016, -2.700], [1.609, -5.185, -2.151], [4.274, -2.552, -1.908], [4.262, -3.923, -0.784], [4.181, -2.264, -0.159], [1.335, 3.616, -0.035], [1.326, -3.560, 0.598], [-0.301, 2.903, 0.337], [1.300, 4.710, -0.149], [2.019, 3.384, 0.798], [-0.323, -2.808, 0.841], [1.995, -3.176, 1.386], [1.302, -4.658, 0.676], [-0.884, -3.385, 2.512], [-1.422, -3.840, -0.303], [-1.403, 3.723, -0.947], [-0.864, 3.750, 1.890], [-0.649, 2.838, 3.105], [-1.948, 3.880, 1.747], [-0.223, 5.122, 2.108], [0.862, 5.049, 2.251], [-0.660, 5.548, 3.020], [-0.420, 5.825, 1.291], [-1.217, 1.899, 3.015], [-1.007, 3.358, 4.005], [0.413, 2.592, 3.251], [-1.086, 3.255, -1.894], [-1.232, 5.247, -1.092], [-2.896, 3.379, -0.737], [-0.190, 5.573, -1.172], [-1.715, 5.779, -0.260], [-1.741, 5.572, -2.013], [-3.176, 2.468, -1.285], [-3.513, 4.215, -1.112], [-3.152, 3.238, 0.323], [-1.092, -3.525, -1.304], [-2.903, -3.467, -0.146], [-1.235, -5.360, -0.196], [-0.191, -5.691, -0.222], [-1.741, -5.828, -1.053], [-1.719, -5.753, 0.707], [-3.186, -2.677, -0.849], [-3.157, -3.132, 0.867], [-3.515, -4.355, -0.355], [-0.651, -2.290, 3.551], [-0.242, -4.707, 2.952], [-1.964, -3.551, 2.395], [0.844, -4.593, 3.079], [-0.438, -5.538, 2.259], [-0.681, -4.978, 3.923], [0.409, -2.025, 3.650], [-1.000, -2.653, 4.523], [-1.208, -1.380, 3.305], [-4.110, -0.169, -2.300], [-3.888, -0.205, -3.370], [-4.358, -1.097, -1.781], [-4.473, 0.776, -1.872], [3.414, 0.234, 4.131], [2.294, 0.190, 2.813], [1.509, 0.133, 1.898]]}

(4)
{"formula": "C6H16N2", "method": "ωB97M-V/def2-TZVPD", "lumo_energy_ev": 1.12, "homo_energy_ev": -9.00, "smiles": "CC(C)CCNCN", "de_lowest_kj_mol": 81.53, "charge": 0, "energy_ha": -347.69377, "orbital_gap_ev": 10.12, "elements": ["C", "N", "C", "N", "C", "C", "C", "C", "H", "H", "H", "H", "H", "H", "H", "H", "H", "H", "H", "H", "H", "H", "H", "H"], "xyz": [[0.812, 0.059, 0.024], [1.322, 0.120, -1.353], [0.821, 1.265, -2.091], [1.639, 2.456, -1.894], [-0.247, -1.027, 0.211], [-0.861, -1.027, 1.613], [-1.713, 0.211, 1.843], [-1.773, -2.267, 1.707], [0.321, 0.992, 0.311], [1.598, -0.086, 0.760], [2.325, 0.251, -1.272], [-0.197, 1.460, -1.743], [0.693, 0.981, -3.135], [1.268, 3.245, -2.414], [2.595, 2.260, -2.164], [0.176, -2.012, -0.024], [-1.041, -0.932, -0.532], [-0.074, -1.210, 2.342], [-1.942, 0.695, 0.890], [-2.641, -0.004, 2.378], [-1.306, 1.048, 2.431], [-2.507, -2.264, 0.884], [-2.430, -2.203, 2.570], [-1.165, -3.168, 1.631]]}

(5)
{"formula": "ClHgI3O4", "method": "ωB97M-V/def2-TZVPD", "lumo_energy_ev": -0.44, "homo_energy_ev": -3.67, "de_lowest_kj_mol": 422.18, "charge": -2, "energy_ha": -1807.40225, "orbital_gap_ev": 3.22, "elements": ["Hg", "I", "I", "I", "Cl", "O", "O", "O", "O"], "xyz": [[-9.483, 13.150, 23.547], [-7.218, 16.637, 23.086], [-12.237, 13.314, 20.493], [-11.733, 13.359, 27.025], [-5.379, 9.500, 22.103], [-6.249, 10.706, 22.092], [-5.368, 8.933, 23.465], [-5.347, 8.370, 21.169], [-4.050, 10.001, 22.008]]}

(6)
{"formula": "C4H18N2O7", "method": "ωB97M-V/def2-TZVPD", "lumo_energy_ev": 0.57, "homo_energy_ev": -9.60, "smiles": "NC(=O)NCCC=O.O.O.O.O.O", "de_lowest_kj_mol": 231.16, "charge": 0, "energy_ha": -799.40692, "orbital_gap_ev": 10.17, "elements": ["C", "C", "C", "O", "N", "C", "N", "O", "H", "H", "H", "H", "H", "H", "H", "H", "H", "H", "O", "H", "H", "O", "H", "H", "O", "H", "H", "O", "H", "H", "O"], "xyz": [[2.492, -1.025, 0.521], [2.805, 0.419, 0.077], [3.084, 0.591, -1.397], [3.053, -0.396, -2.105], [1.391, -1.682, -0.246], [0.094, -1.419, 0.151], [-0.257, -1.894, 1.429], [-0.780, -1.000, -0.593], [3.384, -1.652, 0.410], [2.353, -1.031, 1.652], [3.743, 0.726, 0.552], [2.005, 1.135, 0.424], [3.485, 1.522, -1.864], [1.686, -1.850, -1.183], [0.434, -1.832, 2.178], [-1.017, -1.451, 1.919], [-1.681, 1.192, 2.596], [-2.743, 0.411, 3.460], [-1.818, 0.400, 3.202], [-2.595, 3.345, 1.230], [-2.014, 2.069, 0.491], [-2.169, 2.495, 1.362], [-4.005, -0.811, 0.686], [-2.826, 0.061, 0.803], [-3.736, 0.092, 0.486], [-0.061, 0.182, -2.435], [1.136, 0.539, -3.189], [0.729, 0.727, -2.321], [-3.026, 1.055, -1.347], [-1.672, 0.621, -0.950], [-2.134, 1.438, -1.252]]}